{
  "formula": "C21H31Br3O15",
  "method": "wB97M-V/def2-TZVPD",
  "symbols": ["C", "C", "C", "O", "C", "O", "O", "H", "H", "H", "H", "H", "H", "C", "C", "C", "O", "C", "O", "O", "H", "H", "H", "H", "H", "H", "C", "C", "C", "O", "C", "O", "O", "H", "H", "H", "H", "H", "H", "C", "C", "C", "O", "C", "O", "O", "H", "H", "H", "H", "H", "H", "C", "C", "C", "O", "C", "O", "O", "H", "H", "H", "H", "H", "H", "C", "Br", "Br", "Br", "H"],
  "positions_angstrom": [[-25.3720, -19.4648, -0.8070], [-26.1874, -18.3761, -1.4306], [-27.6604, -18.7356, -1.7133], [-28.3965, -17.6215, -1.2694], [-27.5831, -16.7824, -0.5630], [-27.9384, -15.7425, -0.1227], [-26.3617, -17.3296, -0.4459], [-25.5862, -20.4717, -1.1699], [-25.5806, -19.4882, 0.2644], [-24.3010, -19.3057, -0.9290], [-25.7101, -17.9283, -2.3008], [-27.8957, -19.6479, -1.1501], [-27.8764, -18.9622, -2.7559], [-23.3664, -19.3820, -6.6346], [-22.5021, -19.0660, -5.4271], [-21.6822, -17.7813, -5.5735], [-22.0088, -17.0242, -4.4111], [-22.8841, -17.6915, -3.6573], [-23.2275, -17.3932, -2.5547], [-23.3631, -18.7685, -4.3192], [-24.0034, -18.5320, -6.8771], [-24.0509, -20.1854, -6.3520], [-22.7543, -19.7036, -7.4749], [-21.8911, -19.9274, -5.1619], [-21.9735, -17.1985, -6.4490], [-20.6100, -17.9484, -5.6619], [-22.9978, -16.8801, 0.8893], [-24.0494, -16.3246, 1.8428], [-24.9371, -17.3956, 2.5193], [-24.6637, -17.2947, 3.8971], [-23.8132, -16.2543, 4.1170], [-23.4686, -15.9148, 5.1942], [-23.4166, -15.6999, 2.9581], [-22.8607, -17.9599, 1.0009], [-22.0443, -16.3790, 1.0466], [-23.3291, -16.7377, -0.1390], [-24.7057, -15.6549, 1.2907], [-24.8044, -18.3762, 2.0590], [-25.9941, -17.1768, 2.3297], [-20.2318, -23.2176, -4.0994], [-19.4600, -23.3134, -5.3974], [-20.2808, -23.7645, -6.6291], [-20.2562, -22.6498, -7.5200], [-19.5890, -21.6217, -6.9585], [-19.4882, -20.5348, -7.4361], [-19.0791, -21.9663, -5.7574], [-21.2540, -22.8873, -4.2888], [-19.8025, -22.4431, -3.4642], [-20.1645, -24.1465, -3.5337], [-18.5957, -23.9695, -5.3196], [-21.3100, -24.0339, -6.4050], [-19.7533, -24.6057, -7.0776], [-17.2846, -16.6855, 2.2281], [-17.6975, -17.9146, 2.9870], [-16.9410, -18.3793, 4.2344], [-17.9306, -18.6634, 5.1928], [-19.1118, -18.0834, 4.8159], [-20.0656, -18.0198, 5.5136], [-19.0087, -17.5989, 3.5700], [-17.0741, -15.9152, 2.9764], [-17.9990, -16.2807, 1.5205], [-16.3216, -16.8756, 1.7444], [-17.9273, -18.7766, 2.3565], [-16.2325, -17.6312, 4.6099], [-16.3153, -19.2401, 3.9931], [-20.7149, -19.3649, -1.0160], [-19.3734, -18.4352, -0.0001], [-21.2933, -20.9791, -0.1647], [-20.2134, -19.6812, -2.8614], [-21.5786, -18.7130, -1.0518]],
  "de_lowest_kcal_mol": 0.0,
  "homo_lumo_gap_ev": 10.06,
  "fmax_ha_per_bohr": 0.0415,
  "e_homo_ha": -0.3839
}